C4H8O5S2 | ωB97M-V/def2-TZVPD

The geometry in ORCA input format:
```
! wB97M-V def2-TZVPD RIJCOSX def2/J DEFGRID3
* xyz 0 3
H -0.501 -0.267 -2.651
H -1.350 -1.555 -2.224
C 2.594 1.606 1.176
O 3.486 -1.394 -0.783
H 3.471 2.263 1.352
H -3.073 -1.997 1.623
O 1.907 -1.138 1.102
C -1.270 -0.421 -1.976
S 2.384 -0.702 -0.171
H -2.260 0.124 -1.985
C -2.039 -1.852 1.384
O 1.121 -0.711 -1.114
H 1.621 2.312 1.180
H 2.329 0.831 1.972
O -0.436 1.060 -0.023
C -1.879 -0.995 0.425
H -1.245 -2.381 1.939
O 2.775 0.814 -0.047
S -0.520 -0.311 -0.376
*
```

Values from the calculation:
* E_HOMO (spin up / spin down): -7.697 / -10.916 eV
* F_max: 3.32 eV/A
* HOMO-LUMO gap (spin up / spin down): 8.1 / 7.9 eV
* calculated total energy: -1329.49644 hartree


C4H8OS | ωB97M-V/def2-TZVPD

The geometry in ORCA input format:
```
! wB97M-V def2-TZVPD RIJCOSX def2/J DEFGRID3
* xyz 0 1
C -1.521 -0.483 0.447
H 1.576 0.217 -1.328
C 2.614 1.154 0.239
H -1.663 1.169 -0.827
H -1.862 -0.398 -1.548
H 2.366 2.094 -0.107
O -0.480 -0.308 0.996
H 3.411 1.034 1.095
S -2.513 -1.869 0.994
H 2.739 -0.899 -0.147
H -1.596 -2.235 1.995
C 2.262 0.097 -0.452
H -3.234 0.180 -0.655
C -2.098 0.248 -0.702
*
```

Values from the calculation:
* E_HOMO: -9.664 eV
* F_max: 3.83 eV/A
* HOMO-LUMO gap: 10.4 eV
* calculated total energy: -630.57366 hartree


C4H8OS | ωB97M-V/def2-TZVPD

The geometry in ORCA input format:
```
! wB97M-V def2-TZVPD RIJCOSX def2/J DEFGRID3
* xyz 0 1
O 2.118 0.753 -0.784
H -0.261 2.420 0.276
H -1.943 2.221 0.123
H 1.020 -1.921 0.531
H 1.141 -2.117 -1.160
H 2.643 -1.805 -0.208
H -1.245 0.448 -1.348
H -1.255 1.423 1.540
C -0.848 0.375 -0.254
C 1.586 -1.601 -0.347
H -1.274 -0.629 1.784
C 1.372 -0.100 -0.444
S -1.568 -0.987 0.510
C -1.050 1.727 0.468
*
```

Values from the calculation:
* E_HOMO: -7.561 eV
* F_max: 3.39 eV/A
* HOMO-LUMO gap: 8.3 eV
* calculated total energy: -630.53775 hartree


C4H8OS | ωB97M-V/def2-TZVPD

The geometry in ORCA input format:
```
! wB97M-V def2-TZVPD RIJCOSX def2/J DEFGRID3
* xyz 0 1
H 1.125 1.820 -0.020
H -1.732 -1.681 0.960
C -1.138 0.288 0.382
H -1.709 0.772 1.222
C 0.282 -0.021 0.797
H -1.409 -1.478 -0.715
C 1.411 0.901 0.510
H -2.938 -0.914 -0.114
S 1.422 -0.640 -0.489
H -0.782 0.866 -1.505
O -1.248 1.197 -0.721
C -1.866 -1.007 0.112
H 0.355 -0.652 1.698
H 2.198 0.962 1.263
*
```

Values from the calculation:
* E_HOMO: -9.049 eV
* F_max: 1.40 eV/A
* HOMO-LUMO gap: 9.9 eV
* calculated total energy: -630.61067 hartree


C4H8OS3 | ωB97M-V/def2-TZVPD

The geometry in ORCA input format:
```
! wB97M-V def2-TZVPD RIJCOSX def2/J DEFGRID3
* xyz 0 1
H -0.015 2.540 -0.940
H -0.506 -2.575 1.139
C -1.265 -0.565 0.627
C 0.698 1.702 -0.713
H -0.267 -1.470 2.547
H 1.297 0.783 0.712
C -0.007 0.675 -1.697
S 0.259 0.927 -3.245
S -1.437 -0.409 -1.259
H 1.108 -1.316 -0.723
C -0.316 -1.557 1.416
H -1.107 0.362 1.088
H -2.227 -1.011 0.819
S 1.462 -1.586 0.738
H 1.563 2.001 -1.194
O 0.760 1.499 0.686
*
```

Values from the calculation:
* E_HOMO: -8.899 eV
* F_max: 4.95 eV/A
* HOMO-LUMO gap: 8.5 eV
* calculated total energy: -1426.91773 hartree


C4H8P2 | ωB97M-V/def2-TZVPD

The geometry in ORCA input format:
```
! wB97M-V def2-TZVPD RIJCOSX def2/J DEFGRID3
* xyz 0 1
H -1.483 0.064 -0.515
C 0.361 -1.557 0.980
P 1.849 -2.339 1.209
H 0.074 2.257 0.858
C -1.387 1.211 -0.647
P -0.114 -3.264 0.808
H -0.353 -3.285 -0.678
H 2.021 1.501 0.164
C 1.173 1.005 -0.342
H -0.077 -0.626 1.161
H -2.087 1.814 -0.224
H 1.278 0.239 -1.087
C 0.008 1.577 -0.020
H -1.263 1.403 -1.667
*
```

Values from the calculation:
* E_HOMO: -8.421 eV
* F_max: 5.36 eV/A
* HOMO-LUMO gap: 8.1 eV
* calculated total energy: -839.77944 hartree